1.
Molecular formula: C3H4N2O2
Method: DFT, ωB97M-V with the def2-TZVPD basis set

Structure (XYZ):
```
11
Properties=species:S:1:pos:R:3:nbo_charge:R:1
N 2.90 -0.80 0.04 -0.302
C 1.83 -0.75 -0.35 0.270
C 0.43 -0.70 -0.75 -0.358
N -0.07 0.21 0.24 -0.196
O -0.30 1.66 -0.10 -0.592
C -1.49 0.18 0.71 0.542
O -2.12 -0.84 0.58 -0.538
H 0.35 -0.35 -1.79 0.250
H -0.09 -1.65 -0.57 0.283
H 0.31 2.11 0.52 0.482
H -1.75 0.93 1.47 0.160
```

The energy relative to the best compared isomer or geometry (same formula, charge and spin) comes out at 459.51 kJ/mol. The maximum force is 0.1298 hartree/bohr. The total charge is 0. Its HOMO-LUMO gap is 10.91 eV. Its SMILES is N#CCN(O)C=O.

---

2.
Molecular formula: C45H32Br2CoNO2P2S
Method: DFT, ωB97M-V with the def2-TZVPD basis set

Structure (XYZ):
```
86
Properties=species:S:1:pos:R:3:lowdin_spin:R:1
Co 0.17 0.55 -0.68 0.146
O 0.90 -1.14 -3.57 -0.001
S 0.07 -1.01 -2.36 -0.006
C 0.59 -2.40 -1.34 -0.001
C 0.06 -3.68 -1.43 -0.001
C 0.70 -4.73 -0.78 0.000
C 1.89 -4.50 -0.09 -0.001
C 2.43 -3.22 -0.04 0.000
C 1.76 -2.15 -0.63 -0.001
P 2.41 -0.43 -0.70 0.000
C 4.06 -0.78 -1.43 0.000
C 4.14 -1.67 -2.51 0.000
C 5.38 -2.07 -2.99 0.000
C 6.54 -1.57 -2.43 0.000
C 6.47 -0.64 -1.40 0.000
C 5.24 -0.24 -0.91 0.000
C 2.93 0.07 0.98 0.000
C 3.06 -0.76 2.09 0.001
C 3.55 -0.24 3.29 0.001
C 3.87 1.10 3.40 0.001
C 3.71 1.94 2.31 0.003
C 3.25 1.42 1.11 -0.001
C -1.61 -1.45 -2.80 -0.001
C -1.84 -2.24 -3.92 0.000
C -3.16 -2.52 -4.27 0.000
C -4.20 -2.01 -3.51 0.000
C -3.95 -1.20 -2.41 0.000
C -2.64 -0.91 -2.05 0.001
P -2.18 0.16 -0.64 0.001
C -3.44 1.48 -0.69 0.000
C -4.74 1.31 -0.21 0.000
C -5.67 2.32 -0.34 0.000
C -5.31 3.52 -0.96 0.000
C -4.02 3.70 -1.43 0.000
C -3.09 2.68 -1.30 0.000
C -2.69 -0.86 0.79 -0.001
C -3.06 -0.23 1.98 0.001
C -3.43 -0.98 3.08 0.001
C -3.40 -2.37 3.02 0.000
C -3.02 -2.99 1.84 0.000
C -2.67 -2.24 0.73 -0.001
H -0.84 -3.87 -2.01 0.000
H 0.30 -5.73 -0.84 0.000
H 2.41 -5.32 0.38 0.000
H 3.38 -3.06 0.45 0.000
H 3.24 -2.04 -2.97 0.000
H 5.43 -2.77 -3.81 0.000
H 7.51 -1.91 -2.79 0.000
H 7.37 -0.22 -0.98 0.000
H 5.20 0.49 -0.12 0.000
H 2.78 -1.80 2.04 0.000
H 3.66 -0.90 4.14 0.000
H 4.25 1.49 4.34 0.000
H 3.95 2.99 2.38 0.000
H 3.13 2.08 0.25 0.000
H -1.00 -2.60 -4.50 0.000
H -3.36 -3.14 -5.13 0.000
H -5.22 -2.23 -3.78 0.000
H -4.77 -0.77 -1.85 0.000
H -5.02 0.38 0.28 0.000
H -6.67 2.18 0.03 0.000
H -6.05 4.31 -1.06 0.000
H -3.74 4.63 -1.90 0.000
H -2.08 2.82 -1.66 0.000
H -3.08 0.85 2.03 0.000
H -3.74 -0.48 3.99 0.000
H -3.66 -2.96 3.89 0.000
H -3.00 -4.07 1.79 0.000
H -2.39 -2.75 -0.19 0.000
Br -0.24 -0.21 4.33 0.058
C -0.08 1.41 3.39 0.182
C -0.07 2.61 4.08 -0.020
C 0.07 3.80 3.41 0.192
Br 0.11 5.40 4.41 0.059
C 0.20 3.85 1.99 0.005
C 0.33 5.03 1.23 0.030
C 0.43 4.94 -0.13 -0.011
C 0.41 3.68 -0.74 0.028
N 0.29 2.56 -0.06 -0.002
C 0.18 2.63 1.29 0.041
C 0.04 1.36 1.98 0.040
O 0.05 0.29 1.31 0.256
H -0.17 2.60 5.16 -0.004
H 0.36 5.99 1.73 0.002
H 0.52 5.83 -0.74 -0.001
H 0.51 3.58 -1.81 0.001
```

The energy relative to the best compared isomer or geometry (same formula, charge and spin) comes out at 283.60 kJ/mol. The maximum force is 0.0526 hartree/bohr. As for the multiplicity: 2. The expectation value of S² is 0.8015. The total charge is +1. Its HOMO-LUMO gap (alpha / beta) is 6.72 / 4.43 eV.